(1)
A molecular structure, C32H18BrF3MoN7O9S3Se, computed with the ωB97M-V functional and the def2-TZVPD basis.

XYZ file:
```
75
Properties=species:S:1:pos:R:3:lowdin_charge:R:1
Mo -0.471 -0.462 -0.190 1.72
O -1.888 5.587 0.385 0.11
C -1.881 4.377 0.294 -0.27
C -1.612 3.571 -0.975 -0.29
O -1.636 3.995 -2.111 0.09
C -1.348 2.227 -0.475 -0.27
C -1.615 2.123 0.912 -0.32
O -1.365 1.018 1.484 -0.09
C -2.049 3.417 1.446 -0.28
O -2.435 3.693 2.571 0.10
O -0.883 1.154 -1.008 -0.27
F -5.245 -2.918 0.094 0.12
C -5.173 -2.366 1.316 -0.62
F -5.910 -3.168 2.115 0.11
F -5.841 -1.209 1.265 0.13
C -3.757 -2.251 1.798 -0.12
C -3.328 -2.929 2.924 0.00
C -1.986 -2.822 3.290 -0.05
C -1.126 -2.116 2.475 -0.11
N -1.509 -1.512 1.343 -0.14
C -2.836 -1.497 1.043 -0.68
S -3.230 -0.530 -0.287 0.82
H -4.015 -3.529 3.499 0.12
H -1.617 -3.304 4.182 0.10
H -0.080 -2.021 2.733 0.11
Se -1.226 -0.549 -4.960 1.19
N -1.394 -2.321 -5.009 -0.24
C -1.350 -2.778 -3.762 -0.38
C -1.466 -4.104 -3.346 0.03
C -1.373 -4.346 -1.981 -0.03
C -1.165 -3.327 -1.078 -0.08
N -1.051 -2.024 -1.429 -0.09
C -1.167 -1.758 -2.750 -0.47
N -1.116 -0.521 -3.190 -0.20
H -1.600 -4.896 -4.063 0.12
H -1.465 -5.354 -1.607 0.11
H -1.068 -3.542 -0.020 0.12
N -0.193 5.433 4.880 0.11
C 0.251 4.572 3.906 -0.32
C 0.375 5.010 2.584 -0.03
C 0.865 4.162 1.614 -0.06
C 1.252 2.878 1.958 -0.29
C 1.141 2.427 3.259 -0.05
C 0.646 3.269 4.232 -0.02
S 1.929 1.791 0.742 0.65
O 1.632 2.294 -0.563 -0.27
O 3.317 1.532 1.047 -0.37
N 1.127 0.363 0.986 -0.21
C 1.810 -0.769 1.023 -0.75
S 3.462 -1.039 1.433 1.09
C 3.164 -2.749 1.207 -0.37
C 1.894 -2.976 0.820 -0.25
N 1.118 -1.854 0.728 -0.09
H -0.744 6.207 4.543 0.09
H -0.565 4.996 5.707 0.09
H 0.035 6.000 2.321 0.12
H 0.932 4.467 0.581 0.13
H 1.428 1.410 3.478 0.12
H 0.545 2.925 5.249 0.11
H 3.952 -3.458 1.354 0.05
H 1.466 -3.931 0.582 0.11
Br 6.014 0.850 -5.937 0.70
C 4.663 0.203 -4.768 -0.69
C 4.470 -1.165 -4.670 -0.13
C 3.507 -1.636 -3.799 -0.01
C 2.751 -0.744 -3.047 -0.11
C 2.951 0.628 -3.166 0.01
C 3.915 1.107 -4.033 -0.11
C 1.727 -1.277 -2.097 -0.56
O 1.608 -2.485 -1.909 0.04
O 1.027 -0.383 -1.502 -0.21
H 5.056 -1.848 -5.269 0.09
H 3.322 -2.695 -3.688 0.12
H 2.354 1.305 -2.572 0.11
H 4.073 2.170 -4.140 0.10
```

The calculation puts the HOMO energy (alpha / beta) at -4.330 / -4.446 eV. Its net charge is -1. Its molar mass is 1052.54 g mol⁻¹. The energy above the lowest of the compared OMol25 structures with the same formula, charge and spin comes out at 61.55 kJ/mol. The frontier orbital gap (alpha / beta) comes out at 4.5 / 4.6 eV. The energy is -240240.1248 eV.


(2)
C8H12N4O in the gas phase, computed with the ωB97M-V functional and the def2-TZVPD basis.

XYZ file:
```
25
Properties=species:S:1:pos:R:3:lowdin_charge:R:1
C 3.747 -0.991 0.362 -0.05
C 2.288 -0.939 0.079 -0.36
C 1.227 -1.802 0.418 0.05
C 0.058 -1.123 0.076 -0.13
N 0.520 -0.014 -0.541 -0.09
N 1.824 0.101 -0.586 0.13
C -0.345 1.099 -0.957 -0.24
C 0.273 2.492 -0.865 -0.04
N -1.648 1.062 -0.043 0.01
N -2.182 -0.261 -0.002 -0.12
C -3.570 -0.211 0.515 -0.02
C -1.351 -1.436 0.240 -0.34
O -1.852 -2.492 0.578 0.08
H 4.152 -2.019 0.214 0.09
H 4.165 -0.152 -0.231 0.08
H 3.888 -0.651 1.449 0.10
H 1.221 -2.859 0.773 0.13
H -0.730 0.832 -2.039 0.18
H 1.024 2.447 -1.535 0.03
H 0.692 2.612 0.084 0.06
H -0.455 3.318 -1.019 0.10
H -1.325 1.509 0.881 0.15
H -3.611 0.627 1.111 0.05
H -4.377 -0.145 -0.183 0.08
H -3.633 -1.003 1.218 0.07
```

The calculation puts the HOMO energy at -9.042 eV. Its molar mass is 180.21 g mol⁻¹. The SMILES is Cc1cc2n(n1)[C@H](C)NN(C)C2=O. The energy above the lowest of the compared OMol25 structures with the same formula, charge and spin comes out at 134.25 kJ/mol. The frontier orbital gap comes out at 9.7 eV. The energy is -16496.4207 eV.


(3)
C6H12O in the gas phase, computed with the ωB97M-V functional and the def2-TZVPD basis.

XYZ file:
```
19
Properties=species:S:1:pos:R:3:lowdin_charge:R:1
C -0.138 1.823 -1.252 -0.08
C 0.459 1.475 0.098 -0.29
C 1.626 0.507 0.173 -0.08
C 0.296 0.109 0.749 -0.22
C -0.610 -0.966 0.119 -0.43
C -0.384 -2.400 0.558 -0.04
O -1.959 -0.656 0.402 -0.03
H -0.049 0.986 -1.949 0.07
H 0.372 2.682 -1.704 0.08
H -1.201 2.087 -1.176 0.08
H 0.393 2.316 0.795 0.13
H 1.899 0.030 -0.768 0.11
H 2.489 0.650 0.826 0.10
H 0.266 0.225 1.834 0.14
H -0.433 -0.965 -0.973 0.13
H 0.710 -2.516 0.550 0.09
H -0.913 -3.109 -0.103 0.09
H -0.813 -2.572 1.550 0.08
H -2.010 0.295 0.270 0.08
```

The calculation puts the HOMO energy at -10.049 eV. Its molar mass is 100.16 g mol⁻¹. The SMILES is C[C@@H]1C[C@@H]1[C@@H](C)O. The energy above the lowest of the compared OMol25 structures with the same formula, charge and spin comes out at 115.29 kJ/mol. The frontier orbital gap comes out at 11.1 eV. The energy is -8463.1590 eV.


(4)
A molecular structure, C20H27N2O3PPdS, computed with the ωB97M-V functional and the def2-TZVPD basis.

XYZ file:
```
55
Properties=species:S:1:pos:R:3:mulliken_spin:R:1
C -2.791 0.211 -4.030 -0.02
C -2.539 -1.021 -3.447 0.05
C -1.746 -1.101 -2.273 -0.08
C -1.326 0.107 -1.649 0.50
C -1.492 1.321 -2.321 -0.30
C -2.262 1.374 -3.487 0.04
C -1.565 -2.484 -1.682 0.12
C -0.176 -3.198 -1.617 -0.02
N 1.075 -2.506 -1.632 0.72
Pd -0.987 0.543 0.338 1.37
C -0.941 2.604 -1.711 0.12
P 0.738 2.302 -1.118 0.63
H -2.988 -1.938 -3.866 0.00
H -2.453 2.361 -3.916 0.01
H -3.412 0.279 -4.922 0.00
H -1.500 2.845 -0.780 0.00
H -0.978 3.435 -2.422 0.03
H -1.974 -2.507 -0.657 0.00
H -2.171 -3.189 -2.281 -0.01
H -0.187 -3.779 -0.679 0.01
C 1.398 3.584 -0.040 0.01
C 1.837 1.985 -2.504 0.03
H -0.122 -3.904 -2.471 0.06
C 1.461 -1.689 -2.744 0.01
C 2.030 -2.707 -0.578 -0.02
H 0.506 1.167 0.801 0.14
H 1.972 -2.326 -3.494 0.04
H 0.588 -1.211 -3.222 0.02
H 2.172 -0.912 -2.415 0.01
H 2.764 -3.469 -0.909 0.05
H 2.587 -1.778 -0.366 0.02
H 1.523 -3.056 0.341 0.02
H 2.157 2.850 -3.089 0.04
H 2.742 1.499 -2.123 0.00
H 1.393 1.269 -3.195 0.00
H 1.603 4.582 -0.473 0.03
H 0.718 3.699 0.823 0.00
H 2.347 3.194 0.378 0.00
H 0.737 0.780 0.106 0.07
O -0.318 -3.264 1.492 0.00
C -0.793 -2.366 2.212 0.04
N -0.924 -1.046 1.892 0.24
S -1.671 -0.044 2.948 -0.01
O -0.784 0.986 3.439 0.01
O -2.973 0.347 2.461 0.01
C -1.792 -1.384 4.119 0.02
C -2.308 -1.252 5.404 0.00
C -2.337 -2.403 6.201 0.00
C -1.864 -3.636 5.692 0.00
C -1.349 -3.722 4.388 0.00
C -1.309 -2.560 3.599 0.00
H -2.656 -0.276 5.732 0.00
H -2.729 -2.340 7.217 0.00
H -1.903 -4.525 6.333 0.00
H -0.976 -4.657 3.964 0.00
```

The calculation puts the HOMO energy (alpha / beta) at -14.304 / -14.300 eV. Its spin multiplicity is 5. Its net charge is +2. Its molar mass is 512.91 g mol⁻¹. The energy above the lowest of the compared OMol25 structures with the same formula, charge and spin comes out at 0.00 kJ/mol. The frontier orbital gap (alpha / beta) comes out at 7.9 / 4.7 eV. The energy is -53881.1647 eV.


(5)
A molecular structure, C16H29Cl2N5PSiZr, computed with the ωB97M-V functional and the def2-TZVPD basis.

XYZ file:
```
55
Properties=species:S:1:pos:R:3:lowdin_charge:R:1
Zr -0.359 -0.246 0.336 1.35
C -1.416 -3.950 -0.295 0.01
C -2.442 -2.890 -0.062 -0.28
C -3.801 -3.138 -0.027 0.03
C -4.692 -2.103 0.241 0.04
C -4.245 -0.802 0.471 0.04
C -2.889 -0.604 0.417 -0.39
N -2.008 -1.625 0.158 -0.05
N -2.130 0.554 0.595 -0.23
Si -1.950 2.219 1.184 0.45
C -2.579 3.458 -0.019 -0.13
C -2.469 2.362 2.942 -0.13
C -0.001 2.141 1.113 -0.22
H -1.831 -4.780 -0.863 0.11
H -1.069 -4.352 0.660 0.11
H -0.553 -3.559 -0.840 0.08
H -4.164 -4.141 -0.205 0.14
H -5.755 -2.310 0.272 0.14
H -4.926 0.012 0.679 0.14
H -3.670 3.419 -0.055 0.06
H -2.202 3.313 -1.033 0.03
H -2.308 4.467 0.303 0.07
H -3.553 2.275 3.042 0.06
H -2.188 3.337 3.349 0.07
H -2.009 1.590 3.563 0.05
H 0.512 2.109 0.133 0.02
H 0.540 1.497 1.841 0.02
H 0.284 3.136 1.475 0.10
Cl 0.662 -1.547 2.535 0.62
C 2.396 -1.326 2.100 -0.79
Cl 2.475 -0.495 0.518 0.60
H 2.851 -2.306 2.008 0.07
H 2.859 -0.699 2.854 0.07
C -0.722 -0.593 -5.198 -0.13
N 0.670 -0.582 -4.741 -0.13
C 1.256 0.737 -4.980 -0.13
N 0.486 1.797 -4.322 -0.13
C -0.903 1.757 -4.787 -0.13
N -1.519 0.451 -4.547 -0.13
C -1.756 0.189 -3.156 -0.29
P -0.104 0.149 -2.248 0.93
C 0.827 -1.037 -3.387 -0.28
C 0.610 1.785 -2.897 -0.28
H -1.166 -1.570 -5.007 0.14
H -0.732 -0.414 -6.272 0.15
H 1.254 0.926 -6.053 0.15
H 2.288 0.756 -4.629 0.14
H -0.911 1.951 -5.859 0.15
H -1.481 2.538 -4.291 0.14
H -2.252 -0.775 -3.025 0.10
H -2.380 0.968 -2.713 0.10
H 0.416 -2.041 -3.270 0.10
H 1.881 -1.053 -3.107 0.10
H 1.657 1.857 -2.598 0.11
H 0.052 2.612 -2.452 0.09
```

The calculation puts the HOMO energy at -16.853 eV. Its net charge is +3. Its molar mass is 512.63 g mol⁻¹. The energy above the lowest of the compared OMol25 structures with the same formula, charge and spin comes out at 0.00 kJ/mol. The frontier orbital gap comes out at 5.8 eV. The energy is -67980.1730 eV.


(6)
A molecular structure, C21H15BrClIN3O3V, computed with the ωB97M-V functional and the def2-TZVPD basis.

XYZ file:
```
46
Properties=species:S:1:pos:R:3:mulliken_spin:R:1
V -0.012 0.096 0.614 1.16
Cl -1.242 -6.423 0.022 0.00
C -0.546 -4.847 -0.065 -0.01
C 0.797 -4.706 -0.249 0.00
C 1.403 -3.420 -0.331 -0.01
I 3.435 -3.247 -0.606 0.00
C 0.607 -2.322 -0.234 0.00
O 1.019 -1.007 -0.321 -0.05
C -0.780 -2.458 -0.020 0.01
N -1.464 -1.287 0.168 -0.03
C -2.769 -1.328 0.369 0.02
C -3.471 -2.539 0.398 0.00
C -2.788 -3.721 0.266 0.01
C -1.393 -3.710 0.065 0.00
H 1.416 -5.588 -0.337 0.00
H -3.266 -0.382 0.530 0.00
H -4.540 -2.522 0.552 0.00
H -3.312 -4.666 0.319 0.00
Br 0.833 -1.833 8.002 0.00
C 0.264 -0.582 6.726 0.00
C -0.158 0.681 7.137 0.00
N -0.573 1.627 6.300 0.00
C -0.587 1.338 5.004 0.00
C -0.182 0.104 4.506 0.00
C 0.259 -0.885 5.383 0.00
C -0.189 -0.159 3.069 0.01
O 0.328 -1.142 2.506 -0.01
O -0.720 0.736 2.260 -0.01
H -0.156 0.931 8.192 0.00
H -0.928 2.113 4.330 0.00
H 0.588 -1.847 5.014 0.00
C 2.465 1.646 -0.023 0.01
C 1.189 2.402 -0.182 0.02
C 0.949 3.720 -0.299 -0.03
C -0.489 3.912 -0.394 -0.05
C -1.085 2.706 -0.321 0.04
C -2.513 2.290 -0.328 0.00
N -0.074 1.725 -0.197 -0.08
H 3.278 2.361 0.084 0.00
H 2.681 0.989 -0.865 0.00
H 2.505 1.030 0.889 -0.01
H 1.701 4.492 -0.329 0.00
H -0.997 4.857 -0.503 0.00
H -3.152 3.155 -0.492 0.00
H -2.807 1.853 0.631 0.00
H -2.722 1.572 -1.125 0.00
```

The calculation puts the HOMO energy (alpha / beta) at -11.423 / -11.423 eV. Its spin multiplicity is 2. Its net charge is +1. Its molar mass is 650.57 g mol⁻¹. The energy above the lowest of the compared OMol25 structures with the same formula, charge and spin comes out at 0.00 kJ/mol. The frontier orbital gap (alpha / beta) comes out at 6.1 / 6.8 eV. The energy is -148982.0822 eV.